Record 1
Entry from the Open Molecules 2025 dataset: a molecular structure, C40H53N5O2Pd (the ωB97M-V functional and the def2-TZVPD basis).

Atoms and positions in Å:
Pd  0.1398  1.0884  0.0751
C  0.3949  0.2762  2.8295
O  1.5202  0.2395  1.9704
C  2.2543  -0.9542  2.0315
C  1.5323  -2.1827  1.4326
O  0.6578  -1.7722  0.4056
C  0.4305  -2.7736  -0.5576
H  0.7112  0.2020  3.8780
H  -0.3082  -0.5307  2.6051
H  -0.0893  1.2402  2.6509
H  2.5351  -1.1825  3.0715
H  3.1626  -0.7536  1.4587
H  0.9592  -2.7175  2.2048
H  2.2973  -2.8665  1.0391
H  1.3132  -2.9207  -1.1905
H  -0.3961  -2.4328  -1.1793
H  0.1677  -3.7271  -0.0864
C  -4.0339  3.4363  1.1217
C  -2.8557  2.6787  1.7389
C  -2.2758  3.4683  2.9136
C  -3.2905  1.2888  2.1350
C  -4.2116  1.1452  3.1573
C  -4.6623  -0.0995  3.5520
C  -4.1248  -1.2209  2.9508
C  -3.1928  -1.1256  1.9283
C  -2.5108  -2.3883  1.4488
C  -3.4252  -3.2707  0.5969
C  -1.9908  -3.1973  2.6455
C  -2.8135  0.1507  1.4434
N  -1.9778  0.3175  0.3506
C  -2.2193  -0.2935  -0.8019
C  -1.3888  -0.2060  -1.9252
N  -0.2914  0.5304  -1.9743
C  0.5093  0.6416  -3.0957
C  0.0505  1.0896  -4.3574
C  0.9371  1.0661  -5.4317
C  2.2525  0.6775  -5.3034
C  2.7264  0.3424  -4.0488
C  1.8870  0.3259  -2.9519
C  2.4537  0.0375  -1.5807
C  2.8112  1.3735  -0.9028
C  3.6763  -0.8797  -1.6148
C  -1.2158  1.8788  -4.6503
C  -0.8833  3.3378  -4.3043
C  -2.5504  1.4683  -4.0383
H  -3.7254  4.4184  0.7688
H  -4.8208  3.5790  1.8598
H  -4.4523  2.8806  0.2851
H  -2.0580  2.5686  0.9957
H  -2.9894  3.5723  3.7262
H  -1.9945  4.4649  2.5797
H  -1.3875  2.9741  3.2978
H  -4.5982  2.0244  3.6506
H  -5.3978  -0.1943  4.3385
H  -4.4339  -2.1951  3.3002
H  -1.6496  -2.0852  0.8504
H  -4.3274  -3.5291  1.1456
H  -2.9111  -4.1902  0.3244
H  -3.7188  -2.7613  -0.3161
H  -2.8094  -3.6411  3.2072
H  -1.4233  -2.5604  3.3231
H  -1.3484  -4.0069  2.3008
H  -3.1434  -0.8587  -0.9260
H  -1.6759  -0.7916  -2.8011
H  0.5910  1.3976  -6.4011
H  2.9132  0.6774  -6.1580
H  3.7690  0.0942  -3.9380
H  1.6659  -0.4362  -0.9805
H  3.4375  1.9811  -1.5578
H  3.3469  1.1912  0.0290
H  1.8814  1.9313  -0.6709
H  4.5587  -0.3414  -1.9570
H  3.5073  -1.7285  -2.2746
H  3.8862  -1.2571  -0.6155
H  -1.3622  1.8303  -5.7353
H  -0.6103  3.4276  -3.2565
H  -1.7291  3.9879  -4.5168
H  -0.0365  3.6759  -4.8969
H  -2.5247  1.4662  -2.9541
H  -2.8414  0.4771  -4.3769
H  -3.3125  2.1697  -4.3733
N  -7.4093  6.7782  -3.6475
C  -6.3994  6.5062  -3.1718
C  -5.1630  6.1421  -2.6036
C  -4.3804  7.0722  -1.9140
C  -3.1699  6.7002  -1.3726
C  -2.7061  5.3888  -1.5011
C  -3.4953  4.4608  -2.1890
C  -4.7041  4.8264  -2.7317
N  -1.4908  4.9842  -0.9351
C  -0.5394  5.7549  -0.3093
C  0.4125  4.9002  0.1612
N  0.0771  3.6212  -0.1605
C  -1.0514  3.7012  -0.8189
H  -4.7340  8.0854  -1.8019
H  -2.5915  7.4299  -0.8313
H  -3.1690  3.4446  -2.3030
H  -5.3050  4.1008  -3.2591
H  -0.5927  6.8203  -0.2517
H  1.3070  5.1269  0.7063
H  -1.5718  2.8433  -1.2028

Results
2S+1 = 3
ΔE to the lowest compared entry with this formula, charge and spin = 4.3 kcal per mole
Energy = -2108.05894 Ha
Gap between HOMO and LUMO (alpha / beta) = 5.891 / 7.181 eV
Lowest unoccupied orbital energy (alpha / beta) = -0.13 / -0.13 eV
⟨S²⟩ = 2.02

***

Record 2
Entry from the Open Molecules 2025 dataset: 2 unconnected molecules or ions with the total composition C28H28N3O (the ωB97M-V functional and the def2-TZVPD basis).

Atoms and positions in Å:
C  5.2361  -2.1519  3.5648
O  4.3316  -1.0197  3.6073
C  2.9806  -1.1496  3.7276
C  2.2020  -0.0145  3.3605
C  0.8318  -0.1319  3.2010
C  0.2208  -1.3826  3.3515
N  -1.1581  -1.4368  3.1491
C  -1.9434  -0.3147  2.9770
N  -3.2156  -0.7776  3.1150
C  -4.3708  0.0809  3.2060
C  -3.2386  -2.1834  3.2428
C  -1.9545  -2.5890  3.2077
C  0.9578  -2.4943  3.8009
C  2.3186  -2.3476  4.1020
H  6.2202  -1.6773  3.5338
H  5.1319  -2.7748  4.4624
H  5.0812  -2.7507  2.6564
H  2.7192  0.9259  3.1869
H  0.2090  0.7271  2.9479
H  -4.0775  1.0811  2.8617
H  -5.2055  -0.2862  2.5946
H  -4.7297  0.1592  4.2439
H  -4.1321  -2.7655  3.3671
H  -1.5279  -3.5649  3.2791
H  0.4742  -3.4618  3.9676
H  2.8675  -3.1444  4.6014
C  -6.5165  3.8702  -4.1916
N  -5.6018  3.9489  -3.0643
C  -4.8086  5.0148  -2.7680
C  -4.0325  4.7177  -1.6097
C  -3.0415  5.5107  -1.0278
C  -2.6875  5.5612  0.3430
C  -3.4720  4.9895  1.3881
C  -3.0384  5.0300  2.7014
C  -1.8627  5.7076  3.0424
C  -1.4269  5.7791  4.4689
C  -1.1097  6.3255  2.0331
C  -1.5002  6.2503  0.7132
C  -4.3895  3.3554  -1.2222
C  -3.8013  2.4223  -0.3763
C  -4.2484  1.0948  -0.4412
C  -5.2033  0.6789  -1.3836
C  -5.7882  1.6041  -2.2595
C  -5.3783  2.9221  -2.1436
H  -6.9437  2.8668  -4.2604
H  -7.3316  4.5979  -4.1014
H  -5.9938  4.1026  -5.1251
H  -4.8083  5.9108  -3.3820
H  -2.5310  6.2025  -1.7033
H  -4.4218  4.5200  1.1415
H  -3.6012  4.5120  3.4776
H  -0.4575  6.2785  4.5517
H  -2.1496  6.3273  5.0864
H  -1.3182  4.7813  4.9096
H  -0.2130  6.8778  2.3119
H  -0.9070  6.7140  -0.0762
H  -2.9998  2.7160  0.3038
H  -3.8223  0.3640  0.2420
H  -5.4709  -0.3737  -1.4529
H  -6.5120  1.3219  -3.0213

Results
2S+1 = 1
ΔE to the lowest compared entry with this formula, charge and spin = 31.5 kcal per mole
Net charge = +1
Energy = -1322.96642 Ha
Gap between HOMO and LUMO = 4.331 eV
Lowest unoccupied orbital energy = -4.94 eV

***

Record 3
Entry from the Open Molecules 2025 dataset: a gas-phase ion, C7H9N4O2 (charge -1) (the ωB97M-V functional and the def2-TZVPD basis).

Atoms and positions in Å:
C  3.6778  0.7305  -0.3682
C  2.5994  -0.6012  0.8678
C  -2.4198  -1.5271  -0.4161
C  -0.3650  -0.0550  0.0949
C  0.6651  -1.0257  -0.5950
C  -2.6708  0.9120  0.1361
C  -2.3218  2.0253  0.8102
N  3.7308  0.1219  0.8213
N  2.5976  0.2860  -1.0735
N  1.9522  -0.5617  -0.3017
N  -1.8078  -0.1057  -0.1906
O  -3.5495  -1.4826  -0.7759
O  -1.6103  -2.3489  -0.0869
H  4.4149  1.3504  -1.0143
H  2.5111  -1.4672  1.5196
H  -0.2367  0.0695  1.2375
H  -0.0313  0.8287  -0.3964
H  0.4276  -1.0570  -1.6355
H  -3.6596  0.9582  -0.3249
H  -3.2617  2.6186  0.9271
H  0.7393  -2.1282  -0.3535
H  -1.3812  2.4591  1.1180

Results
2S+1 = 1
ΔE to the lowest compared entry with this formula, charge and spin = 9.2 kcal per mole
Structure (SMILES) = C=CN(CCn1cncn1)C(=O)[O-]
Net charge = -1
Energy = -641.64920 Ha
Gap between HOMO and LUMO = 7.527 eV
Lowest unoccupied orbital energy = 3.50 eV

***

Record 4
Entry from the Open Molecules 2025 dataset: 12 unconnected molecules or ions with the total composition C5H35N2O12 (the ωB97M-V functional and the def2-TZVPD basis).

Atoms and positions in Å:
O  -2.2498  -2.3803  -1.3845
C  -2.1930  -1.6079  -0.4557
C  -1.0734  -0.5665  -0.4914
C  -0.1351  -0.3974  0.6880
C  0.1399  1.0214  1.2762
C  0.7759  2.1030  0.3216
N  2.1693  1.7047  0.0668
N  -0.1168  -0.9165  -1.6646
H  -2.8926  -1.5633  0.3880
H  -1.5380  0.3506  -0.8159
H  0.8418  -0.9179  0.6841
H  -0.6425  -0.9576  1.5310
H  -0.7355  1.4210  1.8048
H  0.9058  0.8498  2.0528
H  0.6894  3.1052  0.8118
H  0.2283  2.0980  -0.6369
H  2.5377  2.4005  -0.5556
H  2.7598  1.7042  0.8854
H  0.0267  -0.0199  -2.2282
H  0.8354  -1.2212  -1.3688
H  -0.6135  -1.6511  -2.2413
H  -0.7535  2.8057  4.1892
H  0.2962  2.2934  3.2381
O  -0.5682  2.7121  3.2363
H  -4.2675  3.4354  -0.3429
H  -4.2488  2.1509  0.3847
O  -4.7490  2.5812  -0.3347
H  4.2745  -2.2356  1.1221
H  3.9786  -2.9886  -0.2634
O  4.1583  -3.0921  0.6913
H  2.8765  -2.1602  -2.4103
H  2.4412  -3.2513  -1.3097
O  2.7508  -2.3527  -1.4902
H  -3.4477  2.2823  -1.8882
H  -3.1899  1.3921  -3.2139
O  -3.0064  1.5271  -2.2958
H  0.2678  -4.6140  -2.7411
H  -0.3933  -3.6543  -1.8211
O  0.2525  -3.6717  -2.5370
H  -1.3998  2.8309  -3.1417
H  -0.0787  2.8102  -2.2994
O  -0.4124  2.7601  -3.1823
H  1.9545  -0.2443  2.8973
H  2.9832  0.0629  4.0510
O  2.3198  0.4493  3.4629
H  -0.0899  -3.5950  0.9286
H  -1.0893  -4.0272  0.0435
O  -0.5113  -3.2544  0.0688
H  -2.0949  4.1314  0.5478
H  -2.1404  4.6320  -0.9020
O  -2.1873  3.8595  -0.3584
H  2.7316  -2.8795  1.8101
H  1.6595  -2.8255  2.9991
O  1.9635  -2.4287  2.1932

Results
2S+1 = 1
ΔE to the lowest compared entry with this formula, charge and spin = 94.7 kcal per mole
Net charge = +1
Energy = -1223.62232 Ha
Gap between HOMO and LUMO = 9.605 eV
Lowest unoccupied orbital energy = -2.60 eV

***

Record 5
Entry from the Open Molecules 2025 dataset: a single C8H12N4 molecule (the ωB97M-V functional and the def2-TZVPD basis).

Atoms and positions in Å:
N  -0.8245  -2.9146  0.7170
N  0.7241  2.0682  -2.0002
C  -0.7913  -1.7914  0.2657
C  0.7597  1.1183  -1.3051
N  -1.4806  0.5820  0.7457
N  1.3732  0.0075  0.8413
C  -1.7382  -0.2512  -1.4206
C  1.6487  -1.0356  -1.2672
C  -0.6713  0.9326  1.9647
C  0.8363  1.0281  1.7386
C  -0.7905  -0.3647  -0.1833
C  0.7678  -0.1386  -0.4992
H  -1.7594  1.4017  0.1541
H  1.3121  -0.9095  1.2978
H  -2.7063  -0.8633  -1.3016
H  -1.7738  0.8114  -1.8366
H  -1.1855  -0.8688  -2.3085
H  2.5728  -0.5894  -1.6034
H  1.7936  -1.9689  -0.7322
H  1.1133  -1.1783  -2.2219
H  -0.7040  0.1515  2.7734
H  -1.0264  1.8568  2.2596
H  1.3408  1.0614  2.6837
H  1.2093  1.8548  1.2381

Results
2S+1 = 1
ΔE to the lowest compared entry with this formula, charge and spin = 72.4 kcal per mole
Structure (SMILES) = C[C@]1(C#N)NCCN[C@]1(C)C#N
Energy = -530.96938 Ha
Gap between HOMO and LUMO = 10.033 eV
Lowest unoccupied orbital energy = 0.80 eV

***

Look up the 2S+1 of the second one. 1